(1)
Density functional theory data (ωB97M-V/def2-TZVPD) for C12H25F6GeInN5O6S2 as an isolated structure.

Each line ends with the Löwdin charge.
CARTESIAN COORDINATES (ANGSTROEM)
In 0.5394 0.8818 -0.3351  0.97
N -0.5940 -0.4095 -1.7570  0.04
C -1.8504 -0.7145 -1.0327  -0.25
C -2.9812 -1.1699 -1.9832  -0.11
C -3.6108 -2.5285 -1.6557  -0.16
C -4.7101 -2.4724 -0.5992  -0.15
N -4.2421 -1.9261 0.6682  0.09
C -3.6545 -2.5884 1.6457  -0.44
N -2.9812 -1.8866 2.5612  0.22
N -3.7054 -3.9238 1.7372  0.21
C -2.2134 0.5436 -0.1933  -0.60
O -3.0903 0.4484 0.6710  0.03
O -1.5423 1.5817 -0.4691  -0.04
H -0.8042 0.2035 -2.5442  0.11
H -0.1306 -1.2315 -2.1359  0.12
H -1.6103 -1.5173 -0.3283  0.15
H -2.5497 -1.2366 -2.9841  0.12
H -3.7560 -0.4013 -2.0509  0.14
H -2.8305 -3.2360 -1.3579  0.12
H -4.0586 -2.9369 -2.5635  0.12
H -5.1719 -3.4503 -0.4569  0.12
H -5.5134 -1.8142 -0.9333  0.14
H -4.0162 -0.9165 0.6588  0.10
H -2.8670 -0.8902 2.4303  0.11
H -2.5903 -2.3175 3.3797  0.13
H -4.3459 -4.4445 1.1644  0.12
H -3.3400 -4.3913 2.5485  0.13
F 4.9829 -1.4291 -1.7793  0.17
C 4.5907 -0.2990 -2.3417  -0.68
F 4.8267 -0.3350 -3.6346  0.18
F 5.2209 0.7194 -1.7810  0.17
S 2.7367 -0.1429 -2.0748  0.62
O 2.3663 -1.0032 -0.9731  -0.32
O 2.1140 -0.3580 -3.3414  -0.25
N 2.4547 1.3324 -1.4514  -0.34
S 2.7323 2.6623 -2.3838  0.63
O 3.4366 2.3111 -3.5660  -0.22
O 3.1140 3.7238 -1.5229  -0.22
C 1.0020 3.0556 -2.8848  -0.66
F 0.4679 2.0695 -3.6006  0.15
F 0.2602 3.1777 -1.7524  0.09
F 0.9466 4.1832 -3.5535  0.20
C 2.1826 3.2576 1.9243  -0.21
Ge 2.2657 1.4140 2.5541  0.73
C 2.0019 1.3390 4.4860  -0.22
C 3.9293 0.5376 2.0371  -0.19
C 0.7581 0.4597 1.7120  -0.35
H 2.8544 3.8921 2.5026  0.03
H 1.1712 3.6530 2.0429  0.03
H 2.4731 3.3469 0.8742  -0.01
H 2.8164 1.8309 5.0165  0.03
H 1.9595 0.3018 4.8216  0.02
H 1.0705 1.8318 4.7670  0.02
H 4.7678 1.2291 2.1115  0.03
H 3.8809 0.1678 1.0130  -0.01
H 4.1268 -0.3102 2.6936  0.03
H -0.1709 0.7486 2.2093  0.00
H 0.8810 -0.6227 1.7911  0.00

Computed properties:
HOMO level   -12.3 eV
Total charge   +1
Electronic energy   -4859.93885 a.u.
Largest force on an atom   0.63 eV Å⁻¹

(2)
Density functional theory data (ωB97M-V/def2-TZVPD) for C12H25GeN2O3Ti as an isolated structure in a non-equilibrium geometry.

Each line ends with the Löwdin charge.
CARTESIAN COORDINATES (ANGSTROEM)
Ti 1.0541 2.1974 -0.6832  1.05
N 2.5038 2.0010 -2.1153  -0.07
C 3.8835 2.1766 -1.6662  -0.10
C 3.9149 3.0690 -0.4347  -0.39
O 4.9412 3.7065 -0.0961  0.18
N 2.6849 3.0248 0.2032  0.00
C 2.1991 3.8813 1.2837  -0.04
C 0.6866 3.7989 1.2925  -0.51
O -0.0670 3.7615 2.2977  0.15
O 0.1040 3.5076 0.1498  -0.10
H 2.4213 1.0961 -2.5353  0.11
H 2.2978 2.6242 -2.9780  0.20
H 4.5625 2.6147 -2.4222  0.17
H 4.1922 1.1528 -1.4380  0.15
H 2.4898 4.9462 1.0741  0.18
H 2.6481 3.5070 2.2468  0.19
C -2.3655 -2.3819 3.8178  -0.08
C -2.5583 -1.2499 2.8226  -0.27
C -1.3212 -0.9783 2.0378  -0.32
C -1.4495 0.0466 0.9093  -0.29
Ge 0.1991 -0.0392 -0.2372  1.00
C 0.5336 -1.8205 -1.0759  -0.31
C -0.3130 -2.1986 -2.2664  -0.32
C -1.7062 -2.5868 -1.8435  -0.29
C -2.7385 -2.4977 -2.9610  -0.10
H -3.3020 -2.6760 4.2577  0.08
H -1.6671 -2.0879 4.5662  0.07
H -2.0587 -3.3205 3.3020  0.09
H -2.8830 -0.3590 3.3902  0.13
H -3.3195 -1.4886 2.0801  0.12
H -1.1037 -1.9329 1.5960  0.09
H -0.4793 -0.6911 2.7088  0.13
H -1.5921 1.0658 1.2845  0.07
H -2.3168 -0.3052 0.3465  0.07
H 1.3944 0.3520 0.7570  0.04
H 0.1401 -2.5410 -0.2457  0.12
H 1.5899 -1.9790 -1.2637  0.07
H 0.0458 -3.0266 -2.9216  0.15
H -0.2746 -1.3656 -2.9820  0.10
H -2.1120 -1.9641 -1.0213  0.09
H -1.6317 -3.6448 -1.4825  0.14
H -2.8918 -1.4652 -3.2802  0.07
H -3.7304 -2.8303 -2.5930  0.09
H -2.6044 -3.0991 -3.8811  0.09

Computed properties:
HOMO level (spin up / spin down)   -16.6 / -16.6 eV
Spin multiplicity   2
Total charge   +2
Electronic energy   -3733.11659 a.u.
Largest force on an atom   7.18 eV Å⁻¹

(3)
Density functional theory data (ωB97M-V/def2-TZVPD) for a 5-piece molecular cluster, C12H25INO17S4 overall in a non-equilibrium geometry.

Each line ends with the Löwdin charge.
CARTESIAN COORDINATES (ANGSTROEM)
I -4.3229 5.5536 1.7423  1.11
N -4.8051 5.4600 -0.2955  -0.46
C -4.6455 4.0760 -0.8841  -0.16
C -3.1643 3.7564 -0.9501  -0.22
O -2.4600 4.6775 -1.7527  -0.15
C -2.5464 5.9840 -1.2116  -0.20
C -4.0165 6.3811 -1.1786  -0.17
H -5.7961 5.6954 -0.3485  0.12
H -5.2296 3.3381 -0.3366  0.13
H -5.0321 4.1325 -1.9048  0.14
H -2.7071 3.7440 0.0499  0.09
H -2.9967 2.7598 -1.3600  0.15
H -2.0690 6.6605 -1.9211  0.15
H -2.0705 6.0189 -0.2272  0.09
H -4.3910 6.2144 -2.1923  0.15
H -4.1981 7.4239 -0.9201  0.14
C 2.9122 4.5955 0.2516  -0.14
C 2.3408 5.9434 -0.1312  -0.14
O 1.5004 5.6586 -1.2664  -0.18
S 0.8636 4.2099 -1.1141  0.60
O -0.4524 4.3337 -0.5868  -0.23
O 1.1131 3.4720 -2.2970  -0.20
O 1.8206 3.6787 0.0439  -0.19
H 3.7339 4.3043 -0.4037  0.14
H 3.2429 4.5574 1.2853  0.14
H 3.1046 6.6660 -0.4012  0.14
H 1.7150 6.3547 0.6628  0.13
C 0.0894 -0.2008 -2.0702  -0.16
C 1.0251 0.0937 -0.9190  -0.16
O 0.9540 -1.0717 -0.0924  -0.20
S 0.7118 -2.3725 -1.0095  0.61
O 1.9648 -2.9966 -1.2431  -0.20
O -0.3969 -3.0798 -0.4988  -0.22
O 0.2840 -1.5920 -2.3436  -0.17
H -0.9552 -0.0495 -1.7865  0.13
H 0.3146 0.3925 -2.9523  0.14
H 0.7354 0.9741 -0.3517  0.12
H 2.0547 0.2077 -1.2652  0.14
C 2.2803 -3.0442 1.9694  -0.17
C 3.3492 -4.0035 1.4944  -0.15
O 4.2225 -4.1367 2.6346  -0.18
S 3.3774 -4.0232 3.9796  0.59
O 3.0752 -5.3215 4.4633  -0.22
O 3.9883 -3.0489 4.8106  -0.22
O 2.0483 -3.4065 3.3382  -0.18
H 2.6346 -2.0116 1.9434  0.13
H 1.3597 -3.1238 1.4013  0.10
H 3.8981 -3.6319 0.6357  0.13
H 2.9375 -4.9838 1.2599  0.11
C -0.5509 -8.2532 1.3192  -0.16
C -0.3093 -8.7623 -0.0858  -0.16
O -0.2362 -7.5716 -0.8840  -0.18
S 0.4043 -6.3861 -0.0250  0.61
O 1.7905 -6.2917 -0.3224  -0.22
O -0.4393 -5.2522 -0.1083  -0.23
O 0.2523 -7.0693 1.4107  -0.18
H -1.5949 -7.9733 1.4717  0.13
H -0.2524 -8.9673 2.0815  0.14
H -1.1062 -9.4069 -0.4447  0.14
H 0.6454 -9.2860 -0.1632  0.14

Computed properties:
HOMO level   -11.8 eV
Total charge   +1
Electronic energy   -3696.11592 a.u.
Largest force on an atom   1.48 eV Å⁻¹

(4)
Density functional theory data (ωB97M-V/def2-TZVPD) for C12H25MnN2O2P2 as an isolated structure in a non-equilibrium geometry.

Each line ends with the Löwdin charge.
CARTESIAN COORDINATES (ANGSTROEM)
C 0.9588 -1.2748 -2.9245  0.00
C 0.9943 -0.8596 -1.5878  -0.31
N -0.1538 -0.8238 -0.8512  -0.01
C -1.3385 -1.1061 -1.4164  -0.30
C -1.4204 -1.4568 -2.7599  -0.01
C -0.2624 -1.5547 -3.5254  -0.01
C 2.2096 -0.2576 -1.0021  -0.29
P 2.1701 -0.2492 0.8337  0.82
Mn -0.0522 -0.1784 1.0868  0.29
P -2.2627 -0.1200 1.0028  0.82
C -2.5837 -1.0523 -0.5594  -0.22
O 1.9525 2.1367 -1.7688  -0.18
O -0.3766 2.4782 -1.0731  -0.24
H 1.9045 -1.3151 -3.4647  0.13
H -2.4048 -1.6455 -3.1745  0.12
H -0.3099 -1.8298 -4.5784  0.13
C 2.9762 -1.7051 1.5687  -0.22
C 3.2468 1.1400 1.2894  -0.20
H -3.4051 -0.5590 -1.0985  0.11
H -2.9162 -2.0653 -0.2741  0.11
H 2.2029 1.0249 -1.4388  0.00
H 3.1454 -0.6565 -1.4155  0.10
C -3.2863 -0.8826 2.2838  -0.22
C -3.0343 1.4888 0.6566  -0.21
H -0.0075 2.0303 1.1631  0.17
H -0.4475 3.4147 -0.8076  0.05
H 0.6335 2.3478 -1.4918  0.00
H 2.2610 2.1916 -2.6864  0.06
H -0.1759 -1.6182 1.6715  0.09
H -0.2282 1.5956 0.4400  0.06
H 4.0266 -1.7660 1.2580  0.06
H 2.9196 -1.6013 2.6615  0.06
H 2.4377 -2.6146 1.2739  0.05
H 4.2997 0.8504 1.1680  0.07
H 3.0138 2.0009 0.6496  0.05
H 3.0490 1.3865 2.3408  0.06
H -4.0624 1.3416 0.3033  0.07
H -3.0357 2.0703 1.5872  0.07
H -2.4255 2.0082 -0.0950  0.03
H -4.3531 -0.7841 2.0501  0.07
H -3.0176 -1.9422 2.3763  0.06
H -3.0605 -0.3786 3.2322  0.06
N 0.1425 0.5258 4.1218  0.06
C 0.0761 0.2647 2.9749  -0.41

Computed properties:
HOMO level (spin up / spin down)   -11.2 / -11.2 eV
Spin multiplicity   4
Total charge   +1
Electronic energy   -2565.59020 a.u.
Largest force on an atom   3.01 eV Å⁻¹